# 1
{
  "formula": "C2H5NO",
  "method": "ωB97M-V with the def2-TZVPD basis set",
  "energy_ha": -208.99531,
  "total_charge": 0,
  "homo_energy_ev": [-9.108, -9.186],
  "relative_energy_kj_mol": 596.0,
  "gap_ev": [7.522, 7.605],
  "elements": ["O", "N", "C", "C", "H", "H", "H", "H", "H"],
  "coordinates": [[-0.57342, 0.41969, 0.63947], [0.96648, -0.48266, -0.64077], [1.98989, -0.13538, -0.05836], [-1.70559, 0.19411, 0.01871], [-2.20401, 1.08470, -0.15850], [2.29107, 0.30944, 0.93530], [2.91985, -0.56145, -0.56711], [-1.41842, -0.38085, -0.91075], [-2.26585, -0.44759, 0.74201]],
  "forces_ev_per_angstrom": [[5.990, -0.189, -0.019], [-2.513, 1.856, 2.106], [2.599, -1.005, 0.451], [-0.748, -3.427, -0.340], [-1.350, 1.803, -0.946], [-1.237, -0.013, -0.985], [-0.864, 0.518, 0.224], [-1.281, 0.477, 0.498], [-0.597, -0.019, -0.990]]
}

# 2
{
  "formula": "C2H5NO",
  "method": "ωB97M-V with the def2-TZVPD basis set",
  "smiles": "NCC=O",
  "energy_ha": -209.17443,
  "total_charge": 0,
  "homo_energy_ev": -9.442,
  "relative_energy_kj_mol": 125.8,
  "gap_ev": 10.479,
  "elements": ["O", "N", "C", "C", "H", "H", "H", "H", "H"],
  "coordinates": [[2.19641, 0.49734, 0.15033], [-1.23067, -0.38202, -0.28728], [-0.21263, 0.55584, 0.13195], [1.15580, -0.07997, 0.31012], [-1.15122, -1.30362, 0.12517], [1.14285, -1.16457, 0.52619], [-0.05654, 1.28029, -0.67274], [-1.30360, -0.53643, -1.28318], [-0.54040, 1.13314, 0.99944]],
  "forces_ev_per_angstrom": [[-0.051, 0.007, 0.117], [-0.540, -0.511, 0.013], [0.229, 0.087, -0.876], [0.006, 0.204, 0.002], [0.043, 0.158, 0.271], [-0.014, -0.173, 0.125], [-0.143, 0.114, 0.151], [0.262, 0.306, -0.003], [0.209, -0.192, 0.201]]
}

# 3
{
  "formula": "C2H5NO",
  "method": "ωB97M-V with the def2-TZVPD basis set",
  "energy_ha": -209.02847,
  "total_charge": 0,
  "homo_energy_ev": -9.945,
  "relative_energy_kj_mol": 509.0,
  "gap_ev": 9.006,
  "elements": ["O", "N", "C", "C", "H", "H", "H", "H", "H"],
  "coordinates": [[0.80921, 1.64104, -0.11288], [1.26119, -0.51657, -0.43423], [-1.16688, 0.14389, -0.13954], [0.37211, 0.47249, -0.22940], [2.31785, -0.23051, 0.41689], [1.08727, -1.56444, 0.76941], [-1.40844, 0.26074, 0.99627], [-1.31553, -0.92672, -0.45928], [-1.95676, 0.72009, -0.80725]],
  "forces_ev_per_angstrom": [[-1.489, -2.325, -0.380], [5.104, -4.696, 7.178], [-0.640, -0.497, -0.050], [-1.498, 4.908, 1.006], [-3.784, -0.381, -3.949], [-0.259, 2.792, -3.876], [0.184, -0.203, -2.126], [0.179, 0.957, 0.667], [2.203, -0.555, 1.531]]
}

# 4
{
  "formula": "C2H5NO2",
  "method": "ωB97M-V with the def2-TZVPD basis set",
  "smiles": "COC(N)=O",
  "energy_ha": -284.44079,
  "total_charge": 0,
  "homo_energy_ev": -10.178,
  "relative_energy_kj_mol": 69.8,
  "gap_ev": 11.094,
  "elements": ["O", "O", "N", "C", "C", "H", "H", "H", "H", "H"],
  "coordinates": [[0.33173, 0.31755, -0.69969], [-0.47949, -0.50206, 1.24680], [-1.93368, 0.02432, -0.25353], [1.60519, 0.10570, -0.07321], [-0.64627, -0.05966, 0.11722], [-2.25762, -0.37445, 0.63286], [1.74144, -0.95670, 0.14376], [1.65776, 0.66141, 0.86595], [-2.34552, 0.28798, -1.14157], [2.34930, 0.45842, -0.78160]],
  "forces_ev_per_angstrom": [[-0.178, -0.042, 0.063], [1.113, 0.035, 0.091], [0.296, 0.065, 0.042], [0.392, 0.022, -0.009], [0.247, -0.219, 0.550], [-2.019, 0.283, -1.111], [0.031, 0.183, -0.068], [0.050, -0.063, -0.195], [0.098, -0.259, 0.633], [-0.030, -0.005, 0.004]]
}

# 5
{
  "formula": "C2H5NO2",
  "method": "ωB97M-V with the def2-TZVPD basis set",
  "smiles": "CNC(=O)O",
  "energy_ha": -284.46188,
  "total_charge": 0,
  "homo_energy_ev": -9.846,
  "relative_energy_kj_mol": 14.4,
  "gap_ev": 10.609,
  "elements": ["O", "O", "N", "C", "C", "H", "H", "H", "H", "H"],
  "coordinates": [[0.40541, -1.17049, 1.88067], [-1.38729, -0.23266, 0.86612], [0.72740, 0.17877, 0.09139], [-0.03090, -0.42689, 1.02618], [0.19067, 0.42133, -1.24339], [-1.69770, -0.34530, 1.75736], [-0.71536, 1.00908, -1.10314], [0.90938, 0.96827, -1.84845], [1.70694, 0.11133, 0.28815], [-0.10857, -0.51344, -1.71490]],
  "forces_ev_per_angstrom": [[-0.148, 0.770, 0.371], [1.184, 0.572, -0.476], [-0.382, 0.336, -0.176], [-0.159, -1.280, -0.067], [-0.247, 0.291, 0.583], [-0.694, -0.452, 0.652], [0.071, 0.158, -0.325], [-0.045, -0.075, 0.025], [0.215, -0.276, -0.361], [0.204, -0.045, -0.226]]
}

# 6
{
  "formula": "C2H5NO2",
  "method": "ωB97M-V with the def2-TZVPD basis set",
  "smiles": "NCC(=O)O",
  "energy_ha": -284.43673,
  "total_charge": 0,
  "homo_energy_ev": -10.045,
  "relative_energy_kj_mol": 80.4,
  "gap_ev": 10.691,
  "elements": ["O", "O", "N", "C", "C", "H", "H", "H", "H", "H"],
  "coordinates": [[-2.28674, -0.78882, 0.28641], [-1.33482, 1.25239, -0.04087], [1.10973, 0.38173, 0.12658], [-1.34051, -0.09259, -0.00186], [0.20383, -0.67870, -0.18405], [0.31930, -1.61016, 0.36519], [-0.33298, 1.36675, -0.11317], [0.45205, -0.81906, -1.28818], [2.03714, 0.20366, -0.19691], [1.17299, 0.78480, 1.04684]],
  "forces_ev_per_angstrom": [[1.075, 0.890, -0.774], [1.149, -1.084, -0.173], [0.479, 1.163, 0.276], [0.792, -1.402, 0.854], [-1.593, 0.542, -1.460], [-0.237, -0.035, 0.062], [-0.867, 0.869, -0.284], [-0.975, -0.449, 1.286], [0.419, 0.071, -0.305], [-0.242, -0.564, 0.516]]
}

# 7
{
  "formula": "C2H5NO2",
  "method": "ωB97M-V with the def2-TZVPD basis set",
  "energy_ha": -284.38812,
  "total_charge": 0,
  "homo_energy_ev": -9.138,
  "relative_energy_kj_mol": 208.1,
  "gap_ev": 10.223,
  "elements": ["O", "O", "N", "C", "C", "H", "H", "H", "H", "H"],
  "coordinates": [[-0.28438, -1.99366, -0.27993], [0.64532, 0.10919, 0.15651], [-0.21539, 1.92276, -0.63040], [-0.49996, 0.68934, -0.22529], [0.40993, -1.22906, 0.63151], [-1.10500, -1.49761, -0.44177], [0.72804, 2.30105, -0.61279], [1.39367, -1.67452, 0.77734], [-0.11463, -1.14199, 1.59128], [-0.95760, 2.51450, -0.96644]],
  "forces_ev_per_angstrom": [[-0.161, 0.137, -0.068], [-0.334, 0.052, -0.140], [-0.154, -0.142, 0.042], [0.409, 0.435, -0.065], [0.240, -0.175, 0.384], [0.048, -0.148, -0.064], [-0.098, -0.091, -0.018], [-0.083, 0.069, -0.030], [0.024, -0.005, -0.126], [0.107, -0.132, 0.084]]
}

# 8
{
  "formula": "C2H5NO2",
  "method": "ωB97M-V with the def2-TZVPD basis set",
  "smiles": "CO/C=N\\O",
  "energy_ha": -284.30296,
  "total_charge": 0,
  "homo_energy_ev": -9.207,
  "relative_energy_kj_mol": 431.7,
  "gap_ev": 9.965,
  "elements": ["O", "O", "N", "C", "C", "H", "H", "H", "H", "H"],
  "coordinates": [[-1.46842, 0.12445, -0.56496], [1.35651, -0.21582, 0.26222], [-1.11934, -0.08801, 0.79045], [0.18876, -0.27675, 1.02627], [1.05898, 0.26938, -1.13502], [-2.35014, 0.76352, -0.22867], [2.11546, 0.37136, -1.41982], [0.45367, -0.64469, 2.05188], [0.68685, 1.29167, -1.05562], [0.33834, -0.39057, -1.80649]],
  "forces_ev_per_angstrom": [[-4.509, 3.518, 2.347], [-3.925, 0.064, -0.683], [4.774, -1.308, 0.958], [-1.312, -0.263, -0.088], [0.920, -0.534, 0.148], [3.500, -2.781, -2.453], [-0.587, -0.356, -0.958], [-0.541, 0.725, -0.968], [-0.310, -0.271, -0.047], [1.992, 1.204, 1.744]]
}

# 9
{
  "formula": "C2H5NO2",
  "method": "ωB97M-V with the def2-TZVPD basis set",
  "smiles": "CCON=O",
  "energy_ha": -284.30573,
  "total_charge": 0,
  "homo_energy_ev": -10.276,
  "relative_energy_kj_mol": 424.4,
  "gap_ev": 10.516,
  "elements": ["O", "O", "N", "C", "C", "H", "H", "H", "H", "H"],
  "coordinates": [[-3.24126, -0.37985, 0.00097], [-1.06262, -0.43960, 0.14529], [-2.32538, 0.30292, 0.01125], [0.04926, 0.43192, 0.09209], [1.36440, -0.44801, 0.00818], [2.19289, 0.25181, -0.59954], [1.59468, -0.65672, 1.07482], [0.06806, 1.01879, -0.90884], [1.05772, -1.27763, -0.68172], [0.30224, 1.19637, 0.85751]],
  "forces_ev_per_angstrom": [[-0.447, -1.053, 0.076], [-0.780, 0.354, 0.688], [1.503, 1.137, -0.013], [2.699, 1.183, -2.819], [-0.429, 2.139, -1.612], [-1.978, -2.034, 2.046], [0.534, -0.557, -1.143], [-0.605, -0.832, 1.519], [0.888, 0.269, 1.061], [-1.387, -0.607, 0.197]]
}

# 10
{
  "formula": "C2H5NO2",
  "method": "ωB97M-V with the def2-TZVPD basis set",
  "energy_ha": -284.07906,
  "multiplicity": 3,
  "total_charge": 0,
  "homo_energy_ev": [-5.535, -9.982],
  "relative_energy_kj_mol": 446.6,
  "gap_ev": [6.617, 8.441],
  "elements": ["O", "O", "N", "C", "C", "H", "H", "H", "H", "H"],
  "coordinates": [[-0.16307, 0.77124, -1.81322], [0.89298, 1.04252, -0.85681], [0.09588, 0.58401, 0.34066], [0.66345, -0.62160, 0.93018], [-0.94450, 0.34305, -0.57015], [0.74986, -0.51834, 2.01313], [-1.67246, 1.03724, -0.51434], [1.66801, -0.65505, 0.62424], [0.02058, -1.39437, 0.68115], [-1.31073, -0.58870, -0.83484]],
  "forces_ev_per_angstrom": [[2.481, 1.169, 0.882], [2.895, 1.905, -6.954], [-4.614, -3.120, 3.911], [0.231, 2.637, 1.814], [1.709, 0.254, 0.920], [-0.396, -0.056, 0.128], [-2.679, 2.348, 0.289], [1.382, -0.857, -0.844], [-0.557, -2.020, -0.465], [-0.452, -2.260, 0.320]]
}

# 11
{
  "formula": "C2H5NO2PS",
  "method": "ωB97M-V with the def2-TZVPD basis set",
  "energy_ha": -1023.86234,
  "total_charge": -1,
  "homo_energy_ev": [-3.410, -2.587],
  "relative_energy_kj_mol": 498.8,
  "gap_ev": [7.283, 6.462],
  "elements": ["S", "P", "O", "O", "N", "C", "C", "H", "H", "H", "H", "H"],
  "coordinates": [[3.36327, 0.72631, -0.68102], [1.79315, 1.82147, -0.89836], [0.87452, 1.74270, 0.49774], [0.36978, -1.21612, 1.07115], [0.32539, 0.81898, -0.45733], [-0.91891, 0.70988, -0.72533], [-0.86969, -1.54314, 0.67781], [-1.21313, -2.45709, 0.10919], [-1.59254, -1.17193, 1.47658], [-1.78941, 1.07987, -0.18379], [0.71010, -0.41330, 0.48079], [-1.05254, -0.09763, -1.36742]],
  "forces_ev_per_angstrom": [[0.792, -0.405, 0.012], [-0.371, 0.367, -0.673], [-0.921, 0.937, 0.899], [0.703, -0.285, -1.262], [4.469, 0.009, 0.827], [-3.593, -0.387, 0.679], [-1.965, 1.275, 1.573], [1.099, 0.843, 0.445], [0.278, -0.781, -1.210], [0.573, 0.285, 0.057], [-0.348, -0.874, 0.237], [-0.715, -0.984, -1.586]]
}

# 12
{
  "formula": "C2H5NO2S",
  "method": "ωB97M-V with the def2-TZVPD basis set",
  "energy_ha": -682.45264,
  "total_charge": 0,
  "homo_energy_ev": -8.498,
  "relative_energy_kj_mol": 490.8,
  "gap_ev": 9.135,
  "elements": ["S", "O", "O", "N", "C", "C", "H", "H", "H", "H", "H"],
  "coordinates": [[-0.53725, -1.25040, -0.56893], [0.98474, -0.40426, 1.17386], [0.03103, -1.14021, -2.16876], [0.93463, -1.33626, 0.06631], [0.39070, 0.78792, 0.82286], [-0.98809, 0.45019, 0.18772], [0.29473, 1.38751, 1.85524], [-1.29610, 1.29935, -0.48488], [0.89471, 1.37027, -0.02190], [-1.60292, 0.11958, 1.06207], [0.89383, -1.28369, -1.92359]],
  "forces_ev_per_angstrom": [[-0.228, 0.933, -1.128], [0.762, -0.737, -0.003], [-4.696, 0.637, 0.075], [-0.252, 0.247, 1.173], [-0.717, 2.096, 0.016], [1.112, -0.375, 1.102], [0.211, -1.052, -2.568], [-0.338, -1.434, 0.633], [0.223, -0.559, 1.425], [-0.404, 0.528, -1.179], [4.327, -0.284, 0.453]]
}